Entry 1:
Below is 2 unconnected molecules or ions with the total composition C3H8FN3O in a non-equilibrium geometry, with properties calculated with wB97M-V/def2-TZVPD.

Atoms and positions in Å:
C1 -0.572 -0.469 0.016
C2 0.775 -0.415 0.552
C3 1.894 0.465 -0.113
H1 -2.506 0.294 -0.877
H2 -3.225 0.323 0.551
H3 -0.687 1.534 0.443
H4 -0.449 -2.019 -0.753
H5 0.750 -0.703 1.618
H6 2.921 0.442 0.556
H7 2.322 -0.114 -1.208
H8 2.574 2.285 -0.483
N1 -2.615 0.887 -0.080
N2 -1.218 0.618 0.493
N3 -1.226 -1.391 -0.528
O1 1.262 1.880 -0.291
F1 1.225 -1.708 0.060

Its multiplicity is 1. The total charge is 0.

Entry 2:
Below is 2 unconnected molecules or ions with the total composition CH4N2O2 in a non-equilibrium geometry, with properties calculated with wB97M-V/def2-TZVPD.

Atoms and positions in Å:
H1 -1.526 0.234 -0.067
N1 -1.637 -0.503 0.564
N2 -1.726 -0.150 1.732
O1 -1.935 0.908 2.249
H2 -1.716 -1.059 2.430
C1 1.661 0.027 -0.419
O2 0.590 -0.030 0.147
H3 2.580 -0.516 -0.089
H4 1.883 0.826 -1.116

Its multiplicity is 1. The total charge is 0. As for the SMILES: [H]/N=[NH+]\[O-].C=O.

Number 1: gap between HOMO and LUMO 8.6681 eV. Number 2: gap between HOMO and LUMO 10.1371 eV.